The following is a quantum chemistry calculation of the molecule C5H7BN2O3 in a non-equilibrium geometry, from the Open Molecules 2025 dataset.

Last column: Löwdin charge in e.
Geometry (Å):
1 B 1.173 -0.461 -0.134  -0.873
2 C -1.292 0.393 1.128  -0.178
3 C -1.349 0.829 -1.177  -0.162
4 C -2.602 -1.227 -0.224  -0.002
5 C 2.477 1.493 0.447  0.025
6 C -1.440 -0.202 -0.198  -0.339
7 N -1.012 0.738 2.186  0.221
8 N -1.294 1.627 -1.989  0.230
9 O 2.280 -1.177 -0.508  0.216
10 O 1.228 0.813 0.136  0.074
11 O -0.054 -1.206 -0.150  0.093
12 H -2.172 -2.151 0.226  0.097
13 H -3.537 -0.825 0.381  0.138
14 H -2.805 -1.403 -1.347  0.117
15 H 2.568 2.458 0.153  0.055
16 H 3.274 0.903 0.111  0.068
17 H 2.486 1.464 1.611  0.141
18 H 2.071 -2.066 -0.653  0.077

The strongest force on any atom comes out at 5.6 eV/A. The calculation puts the total energy at -15098.246 eV. The structure (SMILES) is COB(O)OC(C)(C#N)C#N. The gap between HOMO and LUMO is 11.061 eV.